(P)
DFT (ωB97M-V with the def2-TZVPD basis set) results for a cluster of 2 separate species, C4H15N2O in total.

Summary:
LUMO level, eV: -2.94
Orbital gap, eV: 10.37
Net charge: +1

Each line ends with the Löwdin charge.
CARTESIAN COORDINATES (ANGSTROEM)
O -2.3824 1.0925 0.1039  -0.0507
N 0.6328 1.0136 -0.3205  -0.0111
N -0.5217 -1.2987 0.4115  -0.1538
C 0.9074 -1.3626 0.5341  -0.1986
C -1.0407 -1.6895 -0.9085  -0.0818
C 0.8272 2.2747 0.4358  0.0154
C 1.6028 -0.0896 -0.0425  -0.0952
H 1.4483 2.9439 -0.1483  0.1075
H 1.3809 -2.2438 0.0772  0.1284
H 2.1395 -0.3217 -0.9566  0.1277
H -0.1509 2.7451 0.5792  0.1044
H -1.0144 -1.6737 1.2059  0.1241
H -3.1479 0.6735 -0.3105  0.0615
H -2.0519 -1.2918 -1.0384  0.0741
H -2.1999 0.6261 0.9243  0.0429
H 1.2875 2.0506 1.3841  0.0993
H 2.3087 0.2488 0.7123  0.1224
H 1.1465 -1.4472 1.5887  0.1219
H -0.3386 0.6368 -0.2361  0.1075
H -1.1969 -2.7546 -1.0295  0.0856
H -0.3095 -1.3658 -1.6449  0.0883
H 0.6733 1.2333 -1.3210  0.1802

(Q)
DFT (ωB97M-V with the def2-TZVPD basis set) results for a cluster of 2 separate species, C4H15N2O in total.

Summary:
LUMO level, eV: -3.06
Orbital gap, eV: 10.40
Net charge: +1

Each line ends with the Löwdin charge.
CARTESIAN COORDINATES (ANGSTROEM)
O 1.1719 -1.9590 -0.8035  -0.0751
N -0.9558 0.7229 -0.7590  0.0436
N -1.2195 -1.6295 1.2961  -0.0289
C 0.4134 0.8565 -1.2570  -0.2396
C -1.0590 0.6691 0.6392  -0.1930
C -0.3869 -0.5007 1.4397  -0.3127
C 1.3934 1.6811 -0.5511  -0.0879
H 1.3928 2.7998 -0.4279  0.1071
H -0.7543 1.5380 1.2832  0.1422
H -1.6500 1.3458 -1.1941  0.2045
H -0.7037 -2.5708 1.5618  0.1472
H 0.3827 1.2271 -2.3536  0.1678
H 2.3391 1.4540 -1.0662  0.1024
H 0.5651 -0.8783 0.9630  0.1055
H 0.5653 -2.7215 -0.7863  0.0733
H 1.3763 1.4156 0.5627  0.0974
H 1.9703 -2.1088 -1.3462  0.0863
H -2.1890 0.6259 0.9934  0.1737
H 0.7955 -0.1757 -1.4233  0.0963
H -0.1409 -0.1558 2.4383  0.1175
H -2.0473 -1.4354 1.8765  0.0868
H -1.2593 -0.2003 -1.0854  0.1852

(P) is the most stable structure shown above.